This record from the OMol25 dataset describes a single C3H8N2S2 molecule in a non-equilibrium geometry. The level of theory is wB97M-V/def2-TZVPD.

Computed properties:
Energy relative to the best compared isomer or geometry (same formula, charge and spin): 9.7 kcal per mole
SMILES string: NCCSC(N)=S
Electronic energy: -1024.985558 a.u.
Charge: 0
Gap between HOMO and LUMO: 0.3321 Ha
HOMO energy: -8.414 eV

Last column: Mulliken charge in e.
Geometry (Å):
S (-0.336, -0.496, -1.352)  -0.146
S (-2.113, -0.915, 1.122)  -0.362
N (-2.767, 0.362, -1.109)  -0.399
N (2.118, 1.096, 0.418)  -0.592
C (0.950, -0.982, -0.223)  -0.762
C (-1.846, -0.268, -0.390)  0.379
C (1.324, -0.074, 0.897)  -0.177
H (2.594, 1.492, 1.221)  0.208
H (0.568, -1.923, 0.194)  0.368
H (1.677, 1.871, -0.060)  0.195
H (2.004, -0.564, 1.572)  0.351
H (1.726, -1.126, -0.985)  0.356
H (0.376, 0.255, 1.439)  0.179
H (-2.610, 0.661, -2.029)  0.183
H (-3.663, 0.610, -0.712)  0.218



This record from the OMol25 dataset describes a single C16H19N3O2 molecule in a non-equilibrium geometry. The level of theory is wB97M-V/def2-TZVPD.

Computed properties:
Energy relative to the best compared isomer or geometry (same formula, charge and spin): 314.2 kcal per mole
SMILES string: CCOc1ccc(-c2nc(C#N)c(NCC(C)C)o2)cc1
Electronic energy: -935.379533 a.u.
Charge: 0
Gap between HOMO and LUMO: 0.2646 Ha
HOMO energy: -7.497 eV

Last column: Mulliken charge in e.
Geometry (Å):
O (2.513, -3.513, 2.740)  -0.416
O (-1.109, 0.139, -0.770)  -0.286
N (-0.240, 1.973, 0.718)  -0.612
N (-2.701, 1.364, -1.895)  -0.126
N (-1.789, 4.815, -0.461)  -0.492
C (4.722, -2.770, 3.523)  -1.230
C (-0.171, 0.427, 0.346)  0.461
C (3.394, -3.231, 3.888)  -0.458
C (-2.347, 1.904, -5.073)  -1.929
C (0.353, -0.520, 1.248)  0.226
C (0.371, -1.820, 0.721)  -0.558
C (-2.821, 0.375, -2.917)  -0.764
C (1.227, -2.605, 1.285)  -0.076
C (-1.229, 2.296, -0.276)  0.569
C (2.093, -1.176, 2.755)  -0.600
C (-0.485, 0.430, -3.833)  -1.372
C (-1.359, 3.776, -0.315)  -0.093
C (1.916, -2.424, 2.321)  1.116
C (-1.581, 1.421, -1.085)  0.083
C (1.365, -0.174, 2.077)  -1.725
C (-1.806, 0.608, -4.270)  0.549
H (5.263, -3.492, 2.785)  0.264
H (3.563, -4.461, 4.282)  0.252
H (-0.291, 1.353, -3.218)  0.263
H (1.309, 0.644, 2.375)  0.838
H (2.579, -0.816, 3.619)  0.390
H (0.067, -0.326, -3.581)  0.559
H (-2.587, -0.658, -2.495)  0.250
H (-2.062, 2.662, -4.550)  0.623
H (1.093, -3.807, 1.000)  0.097
H (0.134, 0.566, -4.866)  0.247
H (-2.177, -0.236, -4.890)  0.303
H (-2.961, 2.479, -2.198)  0.389
H (3.154, -2.600, 4.648)  0.445
H (4.687, -1.986, 3.088)  0.557
H (-3.831, 0.333, -3.461)  0.422
H (-0.209, -2.008, -0.147)  0.555
H (-3.425, 1.824, -5.094)  0.340
H (-1.776, 2.097, -5.832)  0.600
H (5.269, -2.783, 4.472)  0.339



This record from the OMol25 dataset describes a molecular structure, C2H5O3Pt in a non-equilibrium geometry. The level of theory is wB97M-V/def2-TZVPD.

Computed properties:
Energy relative to the best compared isomer or geometry (same formula, charge and spin): 0.0 kcal per mole
2S+1: 3
Electronic energy: -423.586640 a.u.
Charge: +1
<S²>: 2.008
Gap between HOMO and LUMO (alpha / beta): 0.2799 / 0.2881 Ha
HOMO energy (alpha / beta): -14.062 / -14.561 eV

Last column: Löwdin spin population.
Geometry (Å):
Pt (-2.031, 1.886, 1.492)  1.114
O (-2.133, -0.363, 0.379)  0.036
O (-2.706, 2.473, 2.784)  0.527
O (-1.295, 0.734, 0.310)  0.148
C (-3.887, 2.439, 3.494)  0.061
C (-3.355, -0.123, 0.363)  0.055
H (-4.318, 3.450, 3.616)  0.014
H (-3.763, 1.998, 4.502)  0.009
H (-4.661, 1.780, 2.968)  0.022
H (-3.673, 0.925, 0.358)  0.011
H (-3.991, -1.010, 0.302)  0.002



This record from the OMol25 dataset describes 11 unconnected molecules or ions with the total composition C42H60Br6O3 in a non-equilibrium geometry. The level of theory is wB97M-V/def2-TZVPD.

Computed properties:
SMILES string: c1ccccc1.c1ccccc1.c1ccccc1.c1ccccc1.c1ccccc1.BrCCBr.BrCCBr.BrCCBr.CCO.CCO.CCO
Electronic energy: -17306.046478 a.u.
Charge: 0
Gap between HOMO and LUMO: 0.3494 Ha
HOMO energy: -9.132 eV

Last column: Mulliken charge in e.
Geometry (Å):
Br (-0.704, 2.820, 4.555)  -0.211
Br (-5.495, 5.230, -2.597)  -0.179
Br (2.958, -1.165, 5.206)  -0.128
Br (-3.559, 0.923, -1.499)  0.080
Br (3.669, 3.296, 3.247)  -0.197
Br (4.786, -4.298, 5.280)  -0.168
O (-4.966, -1.351, -3.053)  -0.515
O (4.697, 0.823, -1.088)  -0.303
O (2.647, -0.637, -5.191)  -0.508
C (-2.361, 5.657, 1.201)  -0.700
C (-4.284, 3.737, -1.978)  -0.275
C (2.192, 4.759, -1.811)  -0.529
C (1.973, 2.372, 3.708)  -0.095
C (1.255, -0.824, -0.176)  -0.824
C (-2.002, 2.872, 0.911)  0.107
C (-5.017, -1.392, 1.973)  -0.672
C (-1.118, 3.780, 0.437)  0.414
C (4.955, -4.768, 0.561)  -0.558
C (-5.919, -3.658, -2.859)  -1.298
C (-6.442, 0.123, 0.175)  -0.626
C (-3.192, 4.772, 1.934)  -0.641
C (3.403, -2.155, -3.440)  -0.521
C (0.366, 3.703, -3.095)  -0.422
C (-5.539, -1.938, 0.810)  -0.137
C (-5.756, 0.709, 1.271)  -0.433
C (-1.129, -1.120, -0.001)  -0.542
C (0.968, 3.485, 3.669)  -0.505
C (-6.335, -1.248, -0.046)  -0.320
C (-4.701, 2.255, -2.420)  -0.614
C (1.712, 2.475, -1.667)  0.261
C (0.635, 2.473, -2.538)  -0.341
C (-3.062, 3.395, 1.728)  -0.423
C (3.012, -5.971, 1.453)  -0.781
C (0.015, -0.913, -0.801)  -0.726
C (4.095, -4.051, -0.254)  0.213
C (2.722, -4.204, -0.195)  -0.387
C (-4.743, -2.740, -2.630)  0.061
C (1.262, -0.727, 1.259)  -0.062
C (-1.092, -0.995, 1.396)  -1.148
C (-1.290, 5.149, 0.533)  -0.530
C (5.783, -0.089, -0.887)  -0.178
C (0.138, -0.756, 1.966)  -0.211
C (2.598, 3.503, -1.405)  -0.583
C (2.170, -5.092, 0.685)  -0.344
C (1.072, 4.851, -2.685)  -0.750
C (2.864, -4.040, 4.821)  -0.523
C (5.686, -0.412, 0.623)  -0.709
C (3.686, -0.898, -4.199)  -0.193
C (4.387, -5.795, 1.345)  -0.391
C (2.666, -2.721, 4.088)  -0.405
C (-5.073, -0.003, 2.181)  -0.260
H (-0.481, 3.740, -3.764)  0.441
H (0.050, -0.928, -1.880)  0.495
H (2.719, 5.653, -1.513)  0.427
H (2.647, -6.726, 2.133)  0.472
H (6.008, -4.536, 0.493)  0.439
H (-4.390, -1.972, 2.635)  0.405
H (-4.495, 2.167, -3.487)  0.486
H (4.464, -3.247, -0.873)  0.215
H (0.103, 1.561, -2.764)  0.437
H (0.763, 5.814, -3.064)  0.397
H (1.094, -5.034, 0.757)  0.423
H (0.209, -0.536, 3.021)  0.608
H (3.760, -0.113, -3.446)  0.049
H (2.786, -2.775, -4.091)  0.480
H (3.496, 3.440, -0.808)  0.269
H (-3.275, 3.885, -2.364)  0.220
H (1.906, 1.530, -1.180)  0.255
H (-5.750, 2.117, -2.159)  0.395
H (-0.343, 3.505, -0.263)  -0.109
H (-5.913, 1.774, 1.355)  0.379
H (2.189, -0.822, -0.719)  0.577
H (-2.032, -0.852, 1.908)  0.251
H (-6.423, -3.561, -3.821)  0.323
H (1.606, -2.626, 3.855)  0.215
H (4.295, -2.728, -3.188)  0.332
H (2.792, -2.145, -2.537)  -0.245
H (-4.666, 0.392, 3.100)  0.475
H (0.611, 3.808, 2.691)  0.183
H (3.102, -0.213, -5.923)  0.297
H (-4.130, -0.889, -2.956)  0.207
H (4.727, -0.892, -4.524)  0.367
H (2.316, -4.113, 5.760)  0.471
H (-4.193, 3.818, -0.895)  0.075
H (3.296, -2.771, 3.200)  0.260
H (4.673, -0.246, 0.989)  0.039
H (2.035, -3.486, -0.617)  0.319
H (-7.144, 0.737, -0.369)  0.535
H (-3.754, 2.680, 2.148)  0.115
H (2.103, 1.995, 4.722)  0.390
H (6.768, 0.300, -1.145)  0.394
H (5.862, -1.472, 0.804)  0.240
H (2.170, -0.665, 1.840)  0.526
H (-3.894, -3.023, -3.253)  0.474
H (6.327, 0.174, 1.282)  0.409
H (1.304, 4.332, 4.267)  0.479
H (-6.862, -1.815, -0.800)  0.270
H (5.143, -6.407, 1.815)  0.365
H (-1.790, 1.821, 0.782)  0.410
H (-6.700, -3.537, -2.108)  0.253
H (-2.357, 6.722, 1.378)  0.413
H (2.591, -4.746, 4.037)  0.295
H (5.540, -0.966, -1.487)  -0.002
H (-4.376, -2.733, -1.604)  0.087
H (-5.362, -2.999, 0.720)  0.446
H (-2.091, -1.176, -0.487)  0.924
H (1.860, 1.503, 3.060)  -0.044
H (-5.752, -4.733, -2.790)  0.362
H (-0.667, 5.854, 0.002)  0.458
H (4.951, 1.709, -0.821)  0.182
H (-4.012, 5.250, 2.448)  0.418



This record from the OMol25 dataset describes a single C4H13N3 molecule in a non-equilibrium geometry. The level of theory is wB97M-V/def2-TZVPD.

Computed properties:
Energy relative to the best compared isomer or geometry (same formula, charge and spin): 43.8 kcal per mole
SMILES string: C[C@@H](CN)NCN
Electronic energy: -324.405121 a.u.
Charge: 0
Gap between HOMO and LUMO: 0.3655 Ha
HOMO energy: -8.876 eV

Last column: Mulliken charge in e.
Geometry (Å):
N (1.744, -0.774, -2.467)  -0.581
N (-1.099, -0.561, 2.718)  -0.512
N (0.039, -0.190, -0.931)  -0.374
C (-1.069, -0.731, 1.220)  -0.877
C (-0.752, 1.677, 0.508)  -1.609
C (-0.200, 0.278, 0.465)  0.471
C (1.286, 0.288, -1.652)  -0.418
H (-0.232, 2.355, -0.216)  0.356
H (2.733, -0.592, -2.741)  0.238
H (1.591, -1.611, -1.811)  0.267
H (-0.606, 2.136, 1.433)  0.383
H (-1.747, 1.546, 0.267)  0.452
H (-0.694, -1.362, 3.206)  0.217
H (-0.623, -1.754, 1.132)  0.373
H (-2.020, -0.890, 0.772)  0.400
H (-0.678, 0.067, -1.525)  0.218
H (1.039, 1.192, -2.233)  0.307
H (-1.996, -0.198, 3.081)  0.199
H (0.915, 0.008, 0.950)  0.200
H (1.931, 0.710, -0.791)  0.291